Computed, not measured: one molecule with the formula C20H20F3N5O, with ωB97M-V/def2-TZVPD.

Values from the calculation:
LUMO (eV): 0.06
SMILES string: Cc1c(F)cc(C(=O)NC2CC2)cc1-c1c(F)cn2c(C(C)(C)N)nnc2c1F
Max |F| (Eh/bohr): 0.0583
Kohn-Sham gap (eV): 8.81
Total charge: 0
HOMO level (eV): -8.75
ΔE to the lowest compared entry with this formula, charge and spin (kcal per mole): 92.4
Molecular weight (g/mol): 403.41

Geometry (Å):
O: 1.31761 3.71850 -1.98120
F: 2.38091 -1.00677 0.85485
F: -2.29133 -0.53812 -0.44080
F: 1.11768 -1.62132 -4.59885
N: 1.35576 -1.86331 3.49280
N: 0.45382 -2.13668 4.50149
C: 1.54545 2.89796 -2.86740
C: 0.61824 -1.48775 2.46963
C: -0.79035 -1.96567 4.07615
C: 1.04992 -1.06919 1.12867
C: -1.33903 -0.81974 0.49003
C: 0.10660 -0.71772 0.15070
C: -1.68246 -1.24073 1.77014
C: 1.33631 0.57583 -3.73245
C: 0.93183 0.99799 -1.39280
C: 1.02878 -0.77793 -3.55207
C: 1.28516 1.46232 -2.65627
C: 0.53725 -0.32725 -1.19728
C: 0.60782 -1.26630 -2.29110
N: -0.71239 -1.57342 2.75622
N: 1.98753 3.36979 -4.09988
N: -3.02772 -1.16972 4.73206
C: 0.36188 -2.75507 -2.02009
C: -1.59803 -2.03844 6.50297
C: -2.64325 -3.58157 4.75619
C: 2.43328 5.09100 -5.88316
C: 1.00454 5.34390 -5.33455
C: 2.09428 4.77161 -4.44232
C: -2.00498 -2.19039 5.00820
H: -2.74956 -1.30663 2.01513
H: 1.60480 0.92351 -4.72903
H: 0.84441 1.72832 -0.60070
H: 2.07247 2.65902 -4.80178
H: -2.60055 -0.26508 4.87094
H: -3.90371 -1.24504 5.25162
H: 0.88202 -3.04131 -1.08377
H: 0.73274 -3.39168 -2.81669
H: -0.68193 -2.93358 -1.89653
H: -0.88208 -2.85205 6.75138
H: -2.44151 -2.13438 7.15327
H: -1.10974 -1.08402 6.67960
H: -2.70297 -3.75900 3.68548
H: -2.04903 -4.41536 5.15492
H: -3.65100 -3.63917 5.18846
H: 3.13247 5.93784 -6.01367
H: 2.62196 4.25055 -6.55938
H: 0.71067 6.38662 -5.16416
H: 0.15806 4.66351 -5.62524
H: 2.54734 5.43612 -3.65969

Atoms 1-3, force components in eV/Å:
0.18 -0.70 -0.12
-1.55 -0.18 0.45
1.07 -0.26 0.97